No. 1
Formula: C8H19N
Source: OMol25
Level of theory: the ωB97M-V functional and the def2-TZVPD basis

The geometry in XYZ format:
```
28
Properties=species:S:1:pos:R:3:forces:R:3
C 0.151 -0.337 -1.724 -0.46 0.93 -0.11
C -1.758 1.109 -0.729 0.09 -0.08 -0.22
C -0.250 -0.957 -3.054 -0.07 -0.01 0.20
C 1.581 0.116 -1.533 -0.39 0.77 0.18
N -0.519 1.052 -1.517 -0.75 -0.45 -0.49
H -0.655 1.487 -2.430 -0.04 -0.10 0.06
H -0.203 -0.938 -0.883 0.03 -0.03 -0.04
H -2.106 2.140 -0.665 0.05 -0.03 0.07
H -1.549 0.724 0.268 -0.04 0.06 0.02
H -2.551 0.507 -1.183 0.00 -0.02 0.03
H 2.179 -0.586 -0.954 0.11 0.20 0.19
H 0.211 -1.940 -3.145 -0.03 -0.02 -0.02
H -1.333 -1.076 -3.150 0.04 -0.02 -0.02
H 0.116 -0.350 -3.886 -0.01 0.03 0.03
H 2.087 0.317 -2.479 -0.02 -0.09 -0.12
H 0.715 1.321 -1.167 1.47 -1.13 0.25
C 0.989 1.010 2.247 -0.04 0.00 0.04
C 0.765 -1.514 2.084 -0.02 0.01 0.08
C 0.121 -0.201 2.435 -0.11 0.01 -0.09
C -1.141 -0.120 2.851 0.10 -0.02 -0.04
H 1.911 0.913 2.827 -0.01 0.01 -0.02
H 1.282 1.109 1.197 0.03 -0.04 0.02
H 0.481 1.924 2.556 -0.01 -0.02 0.01
H 0.072 -2.348 2.189 0.00 0.02 0.01
H 1.141 -1.496 1.058 0.01 0.03 -0.01
H 1.628 -1.697 2.730 -0.01 0.00 -0.02
H -1.600 0.831 3.091 0.04 0.06 0.03
H -1.762 -0.999 2.964 0.02 -0.06 0.00
```
Forces are in eV/Å.

- Lowest unoccupied orbital energy: 0.9129 eV
- Strongest force on any atom: 1.87 eV/Å

=====

No. 2
Formula: C6H12O
Source: OMol25
Level of theory: the ωB97M-V functional and the def2-TZVPD basis

The geometry in XYZ format:
```
19
Properties=species:S:1:pos:R:3:forces:R:3
C 1.746 0.131 -1.246 -0.03 -0.01 -0.02
C 1.088 0.313 0.112 0.21 -0.22 -0.02
O 0.750 1.699 0.331 0.06 0.14 -0.03
C -0.643 1.418 0.134 -0.35 0.06 -0.05
C -0.402 -0.093 0.283 -0.05 -0.07 0.00
C -0.720 -0.536 1.709 0.02 0.02 0.06
C -1.032 -1.028 -0.736 -0.01 0.01 -0.03
H 2.665 0.726 -1.286 -0.14 -0.10 0.05
H 2.010 -0.916 -1.436 -0.08 0.12 0.07
H 1.093 0.475 -2.057 0.09 -0.04 0.15
H 1.750 -0.059 0.907 -0.08 0.08 -0.10
H -0.990 1.723 -0.865 0.10 -0.01 0.13
H -1.276 1.891 0.897 0.12 -0.07 -0.13
H -0.417 -1.574 1.895 0.02 0.19 -0.05
H -1.800 -0.462 1.893 0.16 -0.05 -0.03
H -0.214 0.117 2.432 -0.07 -0.15 -0.10
H -0.712 -2.062 -0.556 -0.03 0.15 -0.07
H -0.771 -0.759 -1.765 -0.07 -0.05 0.19
H -2.125 -1.005 -0.647 0.15 0.00 -0.02
```
Forces are in eV/Å.

- Lowest unoccupied orbital energy: 0.9580 eV
- Strongest force on any atom: 0.36 eV/Å

=====

No. 3
Formula: C21H39IrNOP2
Source: OMol25
Level of theory: the ωB97M-V functional and the def2-TZVPD basis

The geometry in XYZ format:
```
65
Properties=species:S:1:pos:R:3:forces:R:3
Ir 0.173 -0.637 -0.413 -0.22 -2.59 0.06
P 2.413 -0.760 -0.573 0.67 -0.38 -0.54
P -2.371 -0.325 -0.225 -0.23 -0.81 -0.34
N -0.074 -0.211 -2.211 -0.53 1.04 -2.59
H 0.919 0.843 -0.232 0.14 0.73 -0.12
C 2.918 -2.175 -1.627 0.84 0.08 0.16
H 4.005 -2.325 -1.614 -0.10 -0.10 -0.15
H 2.595 -1.986 -2.658 -0.02 0.05 0.27
H 2.419 -3.084 -1.271 0.13 0.29 -0.03
C 3.398 -0.764 0.959 0.54 -0.02 0.07
H 4.426 -0.422 0.788 -0.10 -0.03 -0.08
H 3.460 -1.776 1.374 -0.21 0.15 -0.06
H 2.946 -0.097 1.705 -0.08 -0.22 -0.28
C 2.936 0.772 -1.463 0.51 -0.19 0.09
H 4.003 0.981 -1.338 0.03 -0.15 -0.28
H 2.377 1.619 -1.049 0.23 -0.25 -0.06
H 2.660 0.693 -2.520 0.15 -0.04 0.15
C -3.381 -1.594 -1.043 -0.85 0.21 -0.03
H -4.437 -1.297 -1.046 -0.05 -0.18 -0.13
H -3.263 -2.546 -0.516 0.05 0.28 -0.12
H -3.035 -1.723 -2.073 0.00 0.03 0.16
C -3.005 -0.249 1.479 -0.35 0.19 0.15
H -3.963 0.285 1.508 0.05 -0.15 0.05
H -2.283 0.286 2.107 -0.24 -0.20 -0.21
H -3.144 -1.261 1.876 0.03 0.17 -0.14
C -2.867 1.262 -0.969 -0.40 0.11 0.05
H -3.911 1.496 -0.737 0.01 0.04 -0.03
H -2.753 1.224 -2.056 0.05 -0.06 0.15
H -2.238 2.070 -0.585 -0.01 -0.16 0.01
C -0.109 0.728 -3.160 -0.16 -0.08 -0.58
C -0.128 1.295 -5.533 -0.02 0.32 0.15
C -0.156 0.332 -4.546 0.11 0.12 0.68
C -0.072 2.128 -2.842 0.07 -0.54 0.12
C -0.051 3.074 -3.845 -0.06 -0.25 -0.25
C -0.085 2.662 -5.187 0.05 0.09 -0.18
H -0.136 0.999 -6.583 -0.04 0.13 0.28
H -0.198 -0.742 -4.759 0.03 0.48 0.00
H -0.046 2.413 -1.790 0.01 -0.11 -0.24
H -0.008 4.131 -3.571 -0.04 -0.30 -0.25
H -0.073 3.412 -5.978 0.01 -0.21 0.20
C -0.599 -3.765 0.705 -0.02 1.44 -1.10
O -0.943 -3.086 -0.287 0.18 -0.41 0.65
C 0.513 -4.748 0.564 -0.43 -0.51 0.27
H 1.141 -4.724 1.452 0.42 0.02 -0.05
H 1.054 -4.635 -0.381 -0.10 0.12 0.34
H 0.041 -5.736 0.568 0.18 -0.23 -0.06
C -1.221 -3.480 2.045 -0.05 -0.80 -0.31
H -2.283 -3.754 1.956 0.13 0.16 0.28
H -1.157 -2.416 2.312 0.18 -0.15 -0.15
H -0.746 -4.118 2.794 -0.21 0.22 0.22
C 1.347 1.376 4.081 0.14 -0.16 0.09
C 0.282 2.023 3.204 -0.54 0.12 -0.24
C -1.054 2.018 3.928 -0.27 0.32 0.68
C 0.709 3.437 2.817 0.12 0.38 0.00
C 0.008 1.275 1.994 0.87 -0.27 0.05
C -0.083 0.516 1.026 -0.38 1.99 2.79
H 1.434 1.961 5.000 0.06 -0.03 0.03
H 2.329 1.356 3.597 -0.15 0.01 -0.01
H 1.067 0.355 4.353 0.04 0.07 -0.07
H -0.985 2.612 4.839 -0.18 0.09 0.21
H -1.842 2.426 3.288 0.10 -0.02 0.14
H -1.322 0.991 4.198 -0.01 0.17 -0.01
H 1.682 3.426 2.310 -0.21 -0.03 0.07
H -0.024 3.896 2.144 0.11 -0.05 0.12
H 0.798 4.062 3.711 -0.01 0.01 -0.04
```
Forces are in eV/Å.

- ⟨S²⟩: 8.831
- Lowest unoccupied orbital energy (spin up / spin down): 0.6084 / -1.1174 eV
- Strongest force on any atom: 3.45 eV/Å
- Multiplicity: 6